# 1
# C38H40Br4CaCl3O6Sb

C38H40Br4CaCl3O6Sb as an isolated structure (ωB97M-V/def2-TZVPD, the OMol25 dataset).

```
93
Properties=species:S:1:pos:R:3:mulliken_charge:R:1
Sb 0.12576 0.12473 -4.74630 0.6123
Br -5.63609 4.69147 4.28514 -0.2129
Br -5.16432 1.08718 8.14847 -0.1978
Br -4.41756 4.38181 7.38334 -0.1939
Br -3.22538 3.41125 2.28720 -0.2490
Ca -1.32501 -1.22690 4.85734 2.0777
Cl 0.10626 -5.00211 2.18503 -0.2268
Cl -4.42548 -4.30593 4.97379 -0.2079
Cl -4.44938 -6.58166 0.12181 -0.2875
O -1.82896 0.83769 3.88799 -0.8286
O -1.81712 -3.22381 3.91674 -0.7169
O 0.44576 -1.71367 6.14769 -0.9252
O 0.72139 -0.40132 3.78860 -0.7507
O -3.20009 -0.35456 5.93965 -1.1188
O 2.21200 -0.70671 7.07469 -0.7370
C 1.47055 -0.96601 6.13517 0.3839
C 1.17929 2.94885 -3.62875 -1.4952
C 2.00869 2.03002 6.11460 -0.4623
C 0.09315 -0.52910 -7.95626 -1.2856
C -2.33613 -4.20193 3.30498 -0.0515
C -3.57398 -5.82369 1.36726 0.4087
C 4.25152 -2.21055 2.78928 -0.7641
C 3.08383 -1.93852 3.37534 -0.3761
C 3.04096 -0.91380 4.31863 -0.6148
C 5.44564 -1.58857 3.24988 -0.5203
C 2.26952 1.90236 3.74551 0.1171
C 2.23942 -1.06388 -6.74357 -1.7977
C -2.06491 0.53528 -4.93683 1.3436
C -3.50837 0.86414 5.63192 0.7956
C 4.23552 -0.38151 4.87183 -0.0159
C -2.70711 -0.09556 -6.14482 -1.8858
C -4.50266 2.93743 6.13712 0.2285
C -3.66125 -4.68319 3.52439 0.1327
C 2.32891 3.31655 3.73689 -0.7905
C 2.99316 1.55388 -4.80409 -1.4388
C -4.32460 1.62935 6.53465 -0.4541
C -2.72974 -0.08131 -3.69577 -1.5392
C -2.20387 -5.58348 1.21094 -0.6169
C 1.47840 2.05739 -4.82904 0.9150
C 1.95136 1.28602 4.88796 -0.4522
C 2.06802 3.40585 6.11114 -0.7440
C -4.27418 -5.41235 2.53393 -0.4475
C 0.25923 -2.45054 -6.13785 -1.2666
C 1.73908 -0.16994 4.77223 2.4982
C -1.57582 -4.96883 2.29210 0.1856
C -4.38683 3.31975 4.81379 -0.2910
C -2.80140 1.47147 4.44159 0.4931
C -3.43238 2.63343 3.99014 -0.0331
C 0.75900 -1.09722 -6.68485 1.1923
C 5.46358 -0.67818 4.25938 -0.6362
C 2.34443 4.08088 4.92686 -0.3876
C 1.28222 2.80356 -6.19361 -1.3198
C -2.20176 2.03887 -5.12173 -1.3050
H 0.31698 3.32050 -6.32644 0.2312
H 0.83541 -3.31736 -6.49931 0.4126
H 2.14342 3.47642 -6.28297 0.4917
H -2.42765 -1.12431 -6.22810 0.4008
H -1.82670 2.61685 -4.28578 0.2446
H 3.35140 1.22465 -5.84637 0.2918
H 4.31352 0.14776 5.76802 0.5278
H 2.57190 5.13030 4.85746 0.4115
H -3.82475 -0.13848 -3.78472 0.3823
H 3.58730 2.55867 -4.58320 0.3160
H 2.62687 -0.09636 -7.18108 0.2389
H -2.44393 -1.08069 -3.37875 0.3817
H 1.48803 2.08872 -7.00340 0.2321
H 2.06678 1.39932 7.02656 0.4164
H 0.44744 -2.50013 -5.02806 0.3011
H 4.31381 -2.92532 2.01643 0.4731
H 6.38779 -0.20418 4.72798 0.2614
H 1.28940 2.31630 -2.72971 0.3821
H -2.52912 0.52133 -2.74664 0.3369
H -5.35143 -5.72146 2.65638 0.2674
H 2.11973 -2.44215 3.13413 0.4336
H -3.77791 0.02490 -5.98016 0.6514
H 2.03930 3.90873 7.08162 0.3823
H 2.57239 -1.87819 -7.41777 0.5663
H 0.55678 -0.91936 -8.86852 0.4323
H 6.37255 -2.05065 2.97953 0.3230
H 3.33902 0.69963 -4.26098 0.3687
H 2.39527 3.95057 2.84706 0.3254
H -1.66101 -5.89950 0.31833 0.3644
H -2.39777 0.37860 -7.12573 0.2168
H -3.22751 2.35817 -5.29987 0.4419
H 0.15548 3.20439 -3.69212 0.3265
H 0.36043 0.58283 -8.01716 0.1482
H 1.89645 3.80837 -3.57548 0.3748
H 2.62190 1.27069 2.91005 0.3738
H 2.75029 -1.30031 -5.83806 0.3839
H -1.66827 2.35300 -6.09550 0.1795
H -0.85922 -2.57081 -6.33065 0.2631
H -1.01030 -0.63597 -7.96359 0.2738
H 0.26366 0.47010 3.59503 0.4300
```

Output
Molecular weight (g/mol): 1180.54
Total charge: -2
ΔE to the lowest compared entry with this formula, charge and spin (kcal/mol): 29.2
Highest occupied orbital energy (eV): -1.5
LUMO (eV): 3.00


# 2
# C38H40Cl2F4N3

A 5-piece molecular cluster, C38H40Cl2F4N3 overall (ωB97M-V/def2-TZVPD, the OMol25 dataset).

```
87
Properties=species:S:1:pos:R:3:mulliken_charge:R:1
Cl -1.17435 0.55423 -1.01710 -0.1350
Cl -0.18553 -1.11775 2.67837 -0.1202
F -0.11628 -6.45219 -2.07099 -0.3817
F -1.37795 7.50487 -3.51023 -0.3080
F 1.63537 -3.28659 -7.97520 -0.3211
F -3.93794 4.45631 8.86572 -0.3005
N 0.84680 3.03049 2.64749 -0.4227
N -0.08811 1.29365 1.47390 0.7262
N -1.47707 2.88026 2.59306 -0.1045
C -0.96719 6.33402 -3.00227 0.2470
C 4.34260 -2.32340 1.34169 -0.8604
C -3.10240 4.14466 7.86821 0.2260
C -0.61091 -3.58714 -7.35610 -0.4412
C -1.54268 -4.20604 -6.53539 -0.4624
C -1.22054 -5.69051 -2.17120 0.3534
C 2.01337 0.45306 0.19233 -0.7702
C -1.49078 -0.50543 0.37703 0.2565
C -0.31160 2.36761 2.25890 -0.0087
C -1.03867 4.49458 6.72912 -0.4471
C -2.43288 -6.29325 -2.44226 -0.6310
C -0.98234 5.21134 -3.80730 -0.4560
C -2.24767 -3.53987 -2.11885 -0.3409
C 6.80042 -2.37768 1.89732 -1.3675
C 3.26210 -0.28736 0.61813 -0.2661
C -3.56794 -5.50289 -2.54374 -0.2194
C 1.16016 -4.76816 -6.21466 -0.4895
C 0.72582 -3.88175 -7.17993 0.3207
C -2.98713 -0.83194 0.46580 -1.4609
C -3.47743 -4.12678 -2.38478 -0.8980
C 4.47935 0.38801 0.69565 -0.3112
C 5.55904 -1.65120 1.43425 0.9511
C -1.10989 -4.32556 -2.00472 -0.4169
C 1.77798 2.59670 1.55218 -1.2339
C -2.59736 2.83742 5.94526 -0.3625
C -3.46613 3.15271 6.97841 -0.5370
C -0.12095 5.07424 -1.16870 -0.2436
C -0.12375 3.93304 -1.96016 0.2252
C -1.38603 3.50521 5.81841 0.1862
C 0.22181 -5.37614 -5.39272 -0.3402
C 3.19660 -1.64464 0.93160 -0.5275
C -1.90301 4.82341 7.76106 -0.4956
C -0.96093 0.12613 1.68533 0.0691
C -1.12930 -5.09580 -5.55343 -0.3899
C 1.38333 1.12994 1.42321 0.0068
C -0.54147 6.28886 -1.68932 -0.6418
C -0.55200 4.00407 -3.27871 -0.5426
C 5.62324 -0.29767 1.10457 -0.7839
H -4.41064 2.64067 7.10123 0.4331
H 4.53290 1.43173 0.42534 0.4662
H 6.55790 0.23726 1.15853 0.4217
H -0.54065 7.19192 -1.09406 0.4430
H -0.09367 5.01205 6.63546 0.3889
H 1.60638 3.18718 0.65843 0.2511
H -1.52680 3.88495 2.65905 0.3764
H -4.36498 -3.51365 -2.46942 0.4295
H -1.32606 5.28910 -4.82968 0.4284
H -0.98197 -1.44613 0.21056 0.3173
H 7.28246 -1.78537 2.66933 0.3688
H -3.45526 -0.29803 1.29106 0.4441
H -0.91003 -2.88613 -8.12375 0.4313
H 4.25885 -3.36774 1.59603 0.3440
H 1.83402 0.65603 2.29653 0.4713
H -2.29323 2.35958 2.86735 0.1060
H 0.54649 -6.06786 -4.62668 0.3813
H 2.23862 -2.13690 0.85837 0.3619
H -2.59533 -3.99163 -6.66334 0.3852
H -4.52436 -5.96315 -2.75046 0.3957
H 1.22008 2.54468 3.46483 0.3733
H 2.21704 -4.97637 -6.11467 0.4299
H 2.80677 2.72580 1.86162 0.5311
H -2.87385 2.06007 5.24137 0.2913
H -2.48152 -7.36611 -2.57392 0.4332
H -2.17656 -2.46787 -1.99008 0.7161
H -0.14143 -3.89011 -1.79379 0.5598
H -0.70507 3.25569 5.01957 0.1874
H -3.14628 -1.88821 0.64992 0.3331
H -1.65799 5.59481 8.47814 0.4331
H -0.55045 3.11798 -3.89915 0.4045
H -1.82070 0.45477 2.25175 0.0356
H 0.21009 2.98860 -1.54909 0.1221
H 1.31608 -0.21793 -0.29807 0.5711
H 0.21191 5.02370 -0.13858 0.3178
H -3.50379 -0.55349 -0.44191 0.3999
H 6.50377 -3.30678 2.37224 0.3586
H 2.31151 1.20198 -0.53708 0.5396
H 7.48657 -2.57909 1.08384 0.2961
H -1.86054 -5.57105 -4.91612 0.4921
```

Output
Molecular weight (g/mol): 685.66
Total charge: +1
Highest occupied orbital energy (eV): -10.6
LUMO (eV): -3.73